Record 1
# C26H48NO12P3

A 3-piece molecular cluster, C26H48NO12P3 overall in a non-equilibrium geometry (ωB97M-V with the def2-TZVPD basis set, the Open Molecules 2025 dataset).

Each line ends with the Mulliken charge.
Positions of all 90 atoms, in Å:
C  -0.284  2.230  2.566  0.061
H  -3.532  -5.616  -0.311  0.408
O  -1.864  -3.164  -5.445  -0.421
H  -1.914  -5.035  -6.249  0.339
C  -0.410  -1.580  2.501  -0.044
P  -1.006  -4.146  3.113  1.004
H  6.004  0.326  2.148  0.267
H  7.318  1.147  1.266  0.392
H  -0.747  4.966  -0.167  0.445
H  1.750  2.553  1.249  0.683
C  -1.635  -0.887  3.050  -0.712
N  0.657  7.039  2.219  -0.948
H  -2.504  -3.460  -8.037  0.288
H  2.820  6.110  0.940  0.604
C  -2.695  0.275  -3.822  -0.753
H  -2.724  1.157  -4.462  0.325
H  1.241  4.895  3.232  0.008
O  0.171  3.647  -2.566  -0.563
C  -1.832  0.552  -2.603  -0.469
H  -3.899  -2.888  -7.140  0.273
O  -1.235  2.800  3.355  -0.470
H  0.103  -1.538  -5.861  0.264
H  -0.793  0.712  -2.892  0.111
H  -2.803  -4.018  6.134  0.305
C  0.276  5.043  -0.547  -1.203
O  -1.790  -3.637  1.767  -0.359
H  -0.835  5.090  2.211  0.056
P  0.522  5.473  2.153  0.929
C  4.939  3.166  2.451  -0.983
H  1.757  -1.789  -5.304  0.427
H  -1.848  -0.295  -1.911  0.166
H  -1.728  0.104  2.610  0.218
O  -2.070  -3.694  4.268  -0.291
H  -4.080  -4.119  0.466  0.293
O  -0.085  -2.816  3.157  -0.333
C  1.058  3.149  0.656  -0.220
H  1.014  -2.785  -3.232  0.355
H  0.191  -3.441  5.844  0.255
H  -1.584  -5.186  5.629  0.323
H  5.130  3.104  3.516  0.343
H  0.453  6.002  -1.019  0.440
H  -0.420  1.635  0.541  0.298
C  0.734  -1.597  -4.976  -0.958
O  -2.167  -0.789  -4.618  -0.266
C  2.630  5.247  0.299  -1.513
H  -0.479  -1.726  1.425  0.116
H  -3.873  -4.550  -7.757  0.395
C  0.288  -2.698  -4.043  -0.215
H  -3.654  -5.505  1.454  0.321
H  -3.357  -4.621  -5.336  0.361
H  -1.751  -3.831  -0.256  0.139
H  1.108  7.387  1.379  0.284
H  0.277  -3.666  -4.540  0.268
O  -0.966  -2.449  -3.393  -0.141
H  -2.548  -1.437  2.824  0.370
C  -3.388  -4.960  0.549  -1.218
C  5.538  2.332  1.516  1.151
O  1.162  2.821  -0.744  -0.491
C  4.316  3.396  -0.244  -0.257
H  -1.249  -5.283  0.598  0.370
C  1.215  4.666  0.633  1.089
H  -3.723  0.047  -3.526  0.333
O  0.509  1.475  3.050  -0.545
H  0.699  -0.627  -4.480  0.140
H  -0.814  2.912  4.220  0.415
C  6.523  1.277  1.999  -1.476
C  5.251  2.448  0.162  -0.948
C  -1.960  -4.458  0.615  -0.091
C  -3.266  -3.758  -7.316  -1.141
H  0.454  -0.934  2.661  0.366
C  -1.851  -4.126  5.614  -0.384
O  -3.876  -2.504  -4.350  -0.805
C  -0.327  2.570  1.098  -0.781
C  4.009  4.112  2.030  -0.334
C  -0.788  -3.291  6.306  -0.950
H  -1.020  -2.229  6.229  0.202
C  0.505  3.800  -1.439  0.403
H  6.910  1.579  2.973  0.371
H  3.543  4.746  2.777  0.414
H  5.733  1.797  -0.556  0.396
H  -1.168  3.202  0.818  0.365
H  -0.713  -3.563  7.360  0.409
H  4.048  3.489  -1.292  0.401
H  2.688  5.523  -0.753  0.508
P  -2.410  -2.341  -4.134  1.070
H  -1.574  -0.784  4.134  0.116
C  3.695  4.222  0.676  0.394
H  -2.191  1.436  -2.073  0.415
C  -2.617  -4.227  -6.031  -0.364
O  -1.191  -5.614  2.984  -0.812

Atoms 1-2, force components in eV/Å:
-0.6162 -0.3267 0.5063
0.0073 0.0215 -0.0079

The LUMO energy comes out at -0.0042 Eh. As for the SMILES: Cc1ccc(C[C@@]2([PH2]=N)CC(=O)O[C@@H]2CC(=O)O)cc1.CCOP(=O)(OCC)OCC.CCOP(=O)(OCC)OCC. The gap between HOMO and LUMO is 9.02 eV. Its spin multiplicity is 1. The calculation puts the total energy at -3001.2508 a.u.

Record 2
# C26H49Cl20N3O

A 11-piece molecular cluster, C26H49Cl20N3O overall in a non-equilibrium geometry (ωB97M-V with the def2-TZVPD basis set, the Open Molecules 2025 dataset).

Each line ends with the Mulliken charge.
Positions of all 99 atoms, in Å:
C  -7.181  4.438  2.358  -0.439
C  -3.141  4.157  0.980  -0.783
N  1.750  3.029  -1.437  -0.549
C  -0.726  1.635  0.186  0.961
N  -2.855  0.161  0.210  -0.664
Cl  2.371  -4.400  -4.196  -0.232
H  4.120  4.655  1.983  0.380
H  4.582  1.631  1.840  -0.304
H  -0.466  3.472  -7.614  0.321
C  -4.850  -3.037  2.061  -0.320
Cl  8.906  -5.701  -3.346  -0.177
Cl  4.343  -4.615  -1.417  -0.171
H  -8.453  3.491  3.791  0.178
H  -3.507  4.257  -1.092  0.517
C  6.452  -1.039  0.122  -0.589
H  0.859  -1.268  -2.805  0.349
H  -11.435  -0.939  6.040  0.324
H  0.823  2.360  -5.883  0.326
C  0.188  -2.005  -2.370  -0.580
H  -1.152  1.922  -1.917  0.347
Cl  -5.089  -4.463  3.111  -0.202
C  8.977  -6.312  -5.020  -0.521
H  3.391  -2.183  4.468  0.357
C  -10.075  -0.555  4.413  -0.163
Cl  6.699  1.494  -0.876  -0.176
Cl  -6.279  3.032  4.529  -0.183
C  4.828  2.626  2.204  0.238
H  0.136  4.711  -6.510  0.321
H  -3.195  3.380  1.735  0.306
Cl  -7.071  -1.681  2.917  -0.210
C  -5.298  -1.761  2.716  -0.318
H  -0.878  1.960  -5.632  0.301
H  10.017  -6.554  -5.229  0.345
C  7.305  0.201  0.192  -0.471
C  -2.915  3.617  -0.441  -0.361
Cl  -2.198  4.424  -6.354  -0.184
H  -3.990  4.838  1.012  -0.091
C  4.661  -5.334  -3.020  -0.054
H  -5.382  -3.214  1.130  0.337
H  4.528  -3.450  -4.059  0.389
H  6.315  -1.376  -0.902  0.312
H  5.740  -5.451  -3.107  -0.038
C  -0.152  2.768  -5.623  -0.519
H  -6.947  3.562  1.757  0.314
H  0.227  -3.561  -0.877  0.342
H  -3.308  2.611  -0.574  0.142
H  4.204  -6.320  -3.042  0.358
Cl  -5.788  5.549  2.274  -0.210
Cl  -9.602  0.222  6.972  -0.185
C  -0.527  3.854  -6.597  -0.430
Cl  4.840  -0.775  0.832  -0.061
H  -4.847  -1.635  3.697  0.336
Cl  -0.023  3.375  -3.948  -0.161
H  -0.145  1.847  1.999  -0.037
H  -3.785  -2.975  1.844  0.226
C  -10.367  -0.922  5.843  -0.429
H  -1.552  4.208  -1.799  0.361
H  -2.264  4.751  1.225  0.362
H  2.166  -1.302  2.577  -0.132
H  -7.651  4.940  4.403  0.314
C  2.520  -1.560  4.665  -0.601
H  4.196  3.725  0.483  0.251
H  5.877  2.826  1.991  0.303
C  -0.796  2.517  -1.073  0.787
H  -8.025  4.953  1.903  0.337
Cl  6.731  -5.006  -5.852  -0.186
H  1.674  -2.207  4.882  0.345
H  3.049  0.039  3.317  -0.147
C  0.911  -2.896  -1.400  0.125
H  -9.961  -1.908  6.063  0.295
C  2.252  -0.685  3.470  0.593
Cl  2.878  -0.611  6.130  -0.191
H  8.318  -0.032  -0.131  0.375
H  0.204  1.067  0.104  0.569
N  -1.505  3.775  -0.887  -0.333
C  -1.794  0.609  0.199  -0.693
H  8.660  -5.649  -7.026  0.312
C  8.485  -5.292  -6.013  -0.466
H  7.347  0.595  1.204  0.299
C  -7.524  4.060  3.778  -0.304
Cl  -1.162  -1.129  -1.584  -0.204
H  4.483  -4.873  -5.095  0.182
O  -0.668  2.362  1.371  -0.450
H  -10.438  -1.338  3.748  0.335
Cl  1.803  -1.950  -0.177  -0.116
Cl  -10.891  0.957  3.926  -0.204
H  -9.012  -0.429  4.244  0.046
H  1.644  -3.502  -1.930  -0.320
H  -5.013  -0.919  2.096  0.124
H  8.393  -7.227  -5.068  0.322
Cl  4.651  2.612  3.981  -0.180
Cl  0.719  0.215  3.630  -0.211
H  8.992  -4.339  -5.893  0.330
H  6.924  -1.841  0.687  0.297
Cl  2.241  3.268  1.681  -0.031
C  0.614  2.857  -1.387  -0.402
C  4.157  -4.468  -4.143  -0.386
C  3.965  3.671  1.547  -0.568
H  -0.236  -2.601  -3.177  0.349

Atoms 1-2, force components in eV/Å:
-0.0850 -0.0095 -0.0227
0.5939 0.1351 -0.3594

The LUMO energy comes out at 0.0042 Eh. As for the SMILES: CCN[C@@H](C#N)[C@@H](O)C#N.ClCCCl.ClCCCl.ClCCCl.ClCCCl.ClCCCl.ClCCCl.ClCCCl.ClCCCl.ClCCCl.ClCCCl. The gap between HOMO and LUMO is 9.28 eV. Its spin multiplicity is 1. The calculation puts the total energy at -10463.3996 a.u.